--- one ---
Density functional theory data (ωB97M-V/def2-TZVPD) for a single C3H4O2S molecule.

Positions of all 10 atoms, in Å:
C 0.75412 0.66396 0.12505
C 0.36775 -0.65205 0.68016
H -1.36856 -2.00674 0.78443
S 0.00014 0.86126 -1.63831
H 1.02135 -1.00956 1.41749
H 1.82906 0.93324 0.12440
O -1.42789 -1.12855 -0.82920
H 0.27230 1.45336 0.71910
C -0.79301 -1.23823 0.25987
O -0.65526 2.12329 -1.64299

Kohn-Sham gap (spin up / spin down): 0.2210 / 0.3144 Eh

---

--- two ---
Density functional theory data (ωB97M-V/def2-TZVPD) for a single C3H4O2S molecule.

Positions of all 10 atoms, in Å:
H -1.13205 -0.52471 1.07552
H -0.77766 -2.55146 -0.14864
O 0.13324 1.78052 1.04121
O 0.03031 1.47015 -1.08696
H 0.73866 -1.78709 -1.09520
C 0.51276 0.74524 0.25254
C -0.24864 -0.55039 0.32158
H 1.68213 0.73214 0.11787
S -0.86722 2.40504 -0.15932
C -0.07154 -1.71944 -0.31860

Kohn-Sham gap: 0.2876 Eh

---

--- three ---
Density functional theory data (ωB97M-V/def2-TZVPD) for a single C3H4O2S molecule.

Positions of all 10 atoms, in Å:
C 0.74795 0.62515 -0.28480
O -1.56220 0.18541 -0.59351
S 0.71839 -1.90172 1.67805
H -1.54052 -1.78663 0.94328
C -0.56063 -1.33051 0.87955
H 1.51702 -0.04851 -0.67210
C -0.53343 -0.13244 -0.05586
H 1.11042 1.00067 0.67949
O 0.52293 1.69494 -1.16328
H -0.41995 1.69364 -1.41083

Kohn-Sham gap: 0.2901 Eh
Structure (SMILES): O=C(C=S)CO

---

--- four ---
Density functional theory data (ωB97M-V/def2-TZVPD) for a molecular structure, C3H4O2S.

Positions of all 10 atoms, in Å:
C -0.30191 1.06940 0.02470
S 2.01393 -0.63202 -0.12047
C 0.35305 -0.19981 0.49916
C -0.94543 -0.85767 -0.00613
H 1.71439 -0.90755 -1.42570
O -1.51142 0.30956 -0.39055
H 0.07929 1.58320 -0.88101
H 0.51097 -0.20498 1.55887
O -1.41579 -1.94226 -0.00074
H -0.49707 1.78216 0.74187

Kohn-Sham gap: 0.3824 Eh

---

Going by the energies, four is most stable and the next is 0.0149 hartree up.

---

--- one ---
Density functional theory data (ωB97M-V/def2-TZVPD) for a single C3H4O2S molecule.

Positions of all 10 atoms, in Å:
H 0.86016 -0.68586 1.30838
H 1.41773 1.66658 -0.69450
C 1.52624 -0.14812 0.47436
O 2.55155 -0.69627 0.02034
S -1.40033 -0.98227 -0.17825
H -2.09045 1.05132 1.10516
O -0.44653 1.42786 0.02507
H 0.49440 0.31543 -1.41661
C 0.77845 0.84173 -0.49776
C -1.49082 0.55907 0.38778

Kohn-Sham gap: 0.3324 Eh
Structure (SMILES): O=CCOC=S

---

--- two ---
Density functional theory data (ωB97M-V/def2-TZVPD) for a single C3H4O2S molecule.

Positions of all 10 atoms, in Å:
S -1.84376 -0.39727 -0.00477
H 1.55330 0.16425 1.74038
C -0.38160 0.36158 -0.06966
O -0.36950 1.58673 0.15405
H -1.24550 -1.83986 0.24091
H 2.68192 -1.34066 0.35535
H 0.69067 -1.49715 -0.61766
C 1.95721 -0.41315 0.63762
O 1.82349 0.23304 -0.64105
C 0.78904 -0.56318 -0.19239

Kohn-Sham gap: 0.3744 Eh
Structure (SMILES): O=C(S)[C@@H]1CO1

---

--- three ---
Density functional theory data (ωB97M-V/def2-TZVPD) for 2 unconnected molecules or ions with the total composition C3H4O2S.

Positions of all 10 atoms, in Å:
H -1.12832 -0.61957 1.78554
C -0.07430 -0.36790 -0.66507
H 0.32963 -0.42719 -2.60792
O 0.75660 -0.33446 -1.70800
C -0.47443 0.33310 1.71297
C 0.21585 0.17077 0.48852
S 2.30805 1.47710 0.30023
H 2.70539 0.24350 0.49334
H -1.10585 -0.69808 -0.88752
O -0.24300 1.02737 2.63976

Kohn-Sham gap: 0.2951 Eh

---

--- four ---
Density functional theory data (ωB97M-V/def2-TZVPD) for 2 unconnected molecules or ions with the total composition C3H4O2S.

Positions of all 10 atoms, in Å:
C -0.61711 0.77607 -0.43432
O 3.27875 1.92314 -0.05662
H 1.97286 -1.43994 1.86517
C 2.90834 0.82620 -0.27643
S 2.26949 -1.83652 0.70573
O 2.67156 0.02834 -1.38016
H -1.06922 0.96634 0.60158
H -0.93468 -0.07403 -0.81360
C 2.08013 -0.24677 0.01338
H -0.19934 1.60566 -0.91775

Kohn-Sham gap (spin up / spin down): 0.2902 / 0.3254 Eh

---

Going by the energies, one is most stable and the next is 0.0592 hartree up.

---

--- one ---
Density functional theory data (ωB97M-V/def2-TZVPD) for a single C3H4O2S molecule.

Positions of all 10 atoms, in Å:
O -0.85481 1.34804 -1.60271
H -1.12416 1.83237 0.36344
S 1.79508 -1.42972 1.45929
H 1.49313 -2.46110 2.26169
C 0.25083 -1.15805 1.00747
H -0.99773 0.31384 -1.78230
C -0.18137 -0.32153 -0.03081
O -0.57592 -0.97217 -1.04538
C -0.42998 1.26411 -0.30779
H 0.62493 1.58421 -0.32290

Kohn-Sham gap: 0.3095 Eh

---

--- two ---
Density functional theory data (ωB97M-V/def2-TZVPD) for a single C3H4O2S molecule.

Positions of all 10 atoms, in Å:
C -0.21426 -1.23025 0.02381
C 0.65796 -0.42767 -0.14011
S -2.04184 -0.05536 0.15106
H -0.36777 -2.18584 0.35603
O -3.02400 -1.09441 0.35478
O -1.75022 0.83031 1.24220
H 1.50523 1.46069 0.38387
H 1.13079 1.34018 -1.28297
C 1.51863 0.77078 -0.42482
H 2.58550 0.59159 -0.66385

Kohn-Sham gap (spin up / spin down): 0.3272 / 0.3272 Eh

---

Going by the energies, two is most stable and the next is 0.0173 hartree up.

---

--- one ---
Density functional theory data (ωB97M-V/def2-TZVPD) for a gas-phase ion, C2H7N4O (charge +1).

Positions of all 14 atoms, in Å:
N 0.66459 0.44724 0.69649
C -0.75118 0.63457 -1.17683
C 0.70211 0.73106 -0.65164
H 1.48289 0.02889 1.16734
N -0.52272 -0.19202 0.97789
H -1.01856 1.56125 -1.67118
H -1.26615 -2.06685 1.27602
H 2.50859 1.08218 -0.68128
N 1.73398 0.97350 -1.31641
O -1.44746 0.37232 0.01948
H -0.99459 0.20429 2.03375
N -0.44872 -1.57898 1.03141
H -0.74525 -0.15287 -2.06752
H 0.10247 -2.04460 0.36246

Kohn-Sham gap: 0.3842 Eh
Charge: +1
Structure (SMILES): [H]/N=C1/CO[N@@H+](N)N1

---

--- two ---
Density functional theory data (ωB97M-V/def2-TZVPD) for 2 unconnected molecules or ions with the total composition C2H7N4O.

Positions of all 14 atoms, in Å:
N -1.81686 -0.76459 0.05751
H 2.56452 -0.61046 0.43452
H -4.88658 0.00713 0.60050
H 1.71542 1.75942 -0.14418
O -3.07010 0.61235 -0.29816
H -0.54285 1.46105 0.04486
C 0.07026 0.60345 -0.20160
H 0.02963 -1.33727 -0.64469
N 2.27270 -0.23859 -0.47092
H -2.19404 -1.57634 -0.42421
H 3.09816 0.07254 -0.97345
N -0.53778 -0.54488 -0.33261
C -4.15128 0.61920 0.10316
N 1.37448 0.81926 -0.31937

Kohn-Sham gap (spin up / spin down): 0.2625 / 0.3256 Eh
Charge: +1

---

Going by the energies, one is most stable and the next is 0.0335 hartree up.

---

--- one ---
Density functional theory data (ωB97M-V/def2-TZVPD) for a gas-phase ion, C2H7N4O (charge +1).

Positions of all 14 atoms, in Å:
H 2.78289 0.96974 0.10329
H 1.89697 -0.93328 -0.18871
N -2.50565 0.00594 0.15751
N -0.61252 -1.80887 -0.00471
N -1.22284 0.46785 0.03579
H 1.63467 1.62525 -0.85987
H -0.38115 -2.74665 -0.22029
C 1.73284 1.16536 0.02174
H -1.56902 -1.93664 0.23997
N 1.20785 -0.20931 0.01229
C -0.07464 -0.57270 0.02372
H 1.31769 1.68599 0.93780
H -0.89145 1.42958 -0.22625
O -3.31563 0.85774 -0.03229

Kohn-Sham gap: 0.3664 Eh
Charge: +1
Structure (SMILES): C/[NH+]=C(/N)NN=O

---

--- two ---
Density functional theory data (ωB97M-V/def2-TZVPD) for a gas-phase ion, C2H7N4O (charge +1).

Positions of all 14 atoms, in Å:
H 2.48156 -1.64961 0.19272
N 0.08232 0.62845 -0.25007
C 1.51219 -1.22131 -0.10156
H -0.03691 1.51790 -0.74721
C 1.29831 0.09145 -0.10109
N -2.20321 0.40383 -0.16990
H 0.86982 -2.12615 -0.15964
H -4.24379 0.25414 -0.20662
H -3.42341 -0.88575 0.70691
H 2.43201 1.87306 0.14832
O -1.02905 -0.11555 0.10761
N -3.32779 -0.08619 0.08977
H 3.19861 0.40495 0.37553
N 2.38935 0.91076 0.11523

Kohn-Sham gap (spin up / spin down): 0.2079 / 0.2080 Eh
Charge: +1
Structure (SMILES): C=C(N)NON=[NH2+]

---

Going by the energies, one is most stable and the next is 0.1354 hartree up.

---

--- one ---
Density functional theory data (ωB97M-V/def2-TZVPD) for 2 unconnected molecules or ions with the total composition FHIOP.

Positions of all 5 atoms, in Å:
O 0.09652 -0.87806 -1.51043
I 0.12173 1.88017 2.02519
H 0.51103 0.02551 -1.55823
F 1.16515 -1.54404 -0.88654
P -1.89443 0.51641 1.93001

Kohn-Sham gap (spin up / spin down): 0.2495 / 0.2482 Eh

---

--- two ---
Density functional theory data (ωB97M-V/def2-TZVPD) for a single FHIOP molecule.

Positions of all 5 atoms, in Å:
O -0.20420 -1.52922 -0.31279
I 2.66051 -0.44242 0.72237
F 0.30668 -2.81262 0.05624
P 0.27351 -0.44615 0.82242
H -0.09697 0.31552 -0.37699

Kohn-Sham gap: 0.3486 Eh
Structure (SMILES): FOPI

---

Going by the energies, two is most stable and the next is 0.0746 hartree up.

---

--- one ---
Density functional theory data (ωB97M-V/def2-TZVPD) for 2 unconnected molecules or ions with the total composition CH3N2O3S.

Positions of all 10 atoms, in Å:
S -1.75409 1.38006 2.30845
O -2.43278 0.40314 3.20460
H -0.03994 -1.24751 -0.90731
O -2.45740 1.80621 1.10651
N -0.51971 -0.77673 -0.21107
N -0.29733 0.58177 -0.62867
H 1.25505 0.30935 0.76071
C 0.14507 0.13817 0.67030
H -1.10826 1.32781 -0.59537
O -1.22515 2.60930 2.92954

Kohn-Sham gap (spin up / spin down): 0.2771 / 0.3055 Eh
Charge: -1

---

--- two ---
Density functional theory data (ωB97M-V/def2-TZVPD) for a gas-phase ion, CH3N2O3S (charge -1).

Positions of all 10 atoms, in Å:
H -0.87511 0.44517 1.04679
N 0.79885 -0.33484 -0.97913
O -1.91560 -0.31266 -0.47036
C 1.64105 0.51277 0.04354
H 1.07148 0.10633 -1.79797
O 2.44086 1.17432 -0.58909
O 1.36498 0.34762 1.19381
N -1.85878 0.08494 0.85073
S -0.45311 -1.32126 -0.76669
H -2.21462 -0.70239 1.46837

Kohn-Sham gap: 0.2955 Eh
Charge: -1
Structure (SMILES): NOSNC(=O)[O-]

---

Going by the energies, two is most stable and the next is 0.1194 hartree up.

---

--- one ---
Density functional theory data (ωB97M-V/def2-TZVPD) for a molecular structure, H24O12.

Positions of all 36 atoms, in Å:
H -0.14660 -3.58712 -2.26004
O 2.73283 2.79525 0.08389
H -3.15974 -2.18968 3.64930
O -1.30230 -0.37372 -1.96970
H 0.98525 -2.53040 0.34525
H -2.45819 -3.28642 -2.10013
H 0.87985 3.60366 -1.87056
H -2.11840 -4.11387 0.74169
O 1.63519 3.15023 -2.26154
H 0.93306 1.25954 2.22920
H -3.16089 -3.89025 -0.34148
H 1.28948 2.28327 -2.50208
H -1.07434 -4.76650 -2.01840
H -1.66888 -2.00125 -2.28828
H 3.29118 2.77000 2.61878
H 0.02021 -0.53128 0.67281
O -2.37299 -2.74639 3.64009
O 3.14683 3.71084 2.77032
H 2.18969 3.79135 2.85029
H 2.77231 3.02261 1.01970
H 0.09039 5.60167 -1.42733
O -0.05985 5.32283 -0.51702
H -1.86456 -0.11236 -1.23177
O -0.33840 -4.28522 -1.62375
H 1.05765 0.21391 -0.15087
H -0.18741 4.36966 -0.58174
H -0.76497 0.40741 -2.14325
H 1.48880 -2.28883 -1.06830
O 1.07152 -1.84160 -0.32341
O -1.61229 -2.95421 -2.42120
H 0.03571 2.20071 1.44244
O -2.24803 -3.68384 -0.11111
O 0.07700 1.30203 1.78837
O 0.68887 0.15983 0.73798
H -2.08015 -2.75375 4.55834
H 2.23218 1.97189 0.06352

Kohn-Sham gap: 0.2389 Eh

---

--- two ---
Density functional theory data (ωB97M-V/def2-TZVPD) for 12 unconnected molecules or ions with the total composition H24O12.

Positions of all 36 atoms, in Å:
H -3.02628 1.13501 0.34291
H 1.48863 -2.53161 -1.44833
H -1.29121 -2.01246 1.78584
O -2.06849 -2.30316 1.30880
O 0.74512 -2.94827 -1.01264
H -2.80221 -1.91892 1.78863
H -0.66825 0.12229 -0.07045
O -1.57055 2.25750 -2.01681
O 1.67780 1.89396 0.40008
H 1.63107 -3.36427 1.08172
H 2.84729 0.83836 -2.00840
O 0.21683 -0.21423 0.06964
H -0.09915 1.27236 4.05509
H 4.57181 0.31817 0.83921
H 1.55977 -1.85247 1.11713
O 1.90552 0.87869 -2.17480
H -0.19166 2.55524 3.25660
H -1.01059 -0.35157 -3.70812
H 0.20909 -2.21851 -0.70225
O -2.62733 -2.20217 -1.52333
O -0.06133 1.61179 3.16089
O -2.38715 1.14346 1.05542
O -1.78520 -0.18075 -3.17238
H 1.51411 1.00237 -1.31008
H -1.09494 2.46561 -1.21262
H -1.90605 3.10038 -2.32215
H 1.14399 2.42159 0.99412
H -2.55182 -2.01419 -0.58782
H -1.59121 0.64341 -2.72588
H -2.28449 2.06952 1.27475
O 1.56299 -2.62359 1.68421
O 3.73868 -0.15308 0.83194
H -2.25157 -1.43410 -1.95355
H 3.24296 0.22466 1.55844
H 2.54582 1.88271 0.80337
H 0.66808 0.48615 0.54087

Kohn-Sham gap: 0.3184 Eh
Structure (SMILES): O.O.O.O.O.O.O.O.O.O.O.O

---

Going by the energies, two is most stable and the next is 0.3080 hartree up.